A single C11H14N2O4 molecule. Source: the Open Molecules 2025 dataset; level of theory: the ωB97M-V functional and the def2-TZVPD basis.

As for the spin multiplicity: 1. Its SMILES is N[C@@H](Cc1ccc(O)cc1)C(=O)NCC(=O)O. The HOMO energy comes out at -8.222 eV. The calculation puts the relative energy (zero: lowest compared OMol25 entry of this formula, charge and spin) at 41.7 kJ/mol. The net charge is 0. The maximum force comes out at 2.315 eV/Å.

```
31
Properties=species:S:1:pos:R:3:lowdin_charge:R:1
N 1.8831 -1.8262 -1.1660 0.046
C 0.7417 -0.8834 -0.8525 -0.263
C -0.6225 -1.3587 -1.4596 -0.119
C -1.7215 -0.3223 -1.2743 -0.190
C -1.9994 0.8154 -2.1301 -0.024
C -3.0433 1.7003 -1.8431 -0.034
C -3.8686 1.4767 -0.7440 -0.292
O -4.9482 2.3333 -0.5553 0.028
C -3.6039 0.3960 0.1448 -0.023
C -2.5558 -0.4662 -0.1153 -0.043
C 0.7031 -0.9178 0.6980 -0.432
O -0.1080 -1.6160 1.3239 0.037
N 1.6159 -0.1443 1.3241 0.084
C 2.7814 0.4494 0.7101 -0.099
C 3.9506 0.2522 1.6810 -0.452
O 3.7885 0.0380 2.8733 0.098
O 5.1363 0.4062 1.0292 0.121
H 2.1133 -1.7678 -2.1605 0.082
H 1.6317 -2.7666 -0.9711 0.064
H 1.0509 0.1273 -1.2447 0.150
H -0.5414 -1.5300 -2.4989 0.094
H -0.8256 -2.3288 -0.9799 0.122
H -1.4560 0.9180 -3.0760 0.108
H -3.1945 2.5303 -2.4908 0.103
H -5.4638 2.0176 0.1973 0.098
H -4.2569 0.1271 0.9784 0.112
H -2.3059 -1.2396 0.6259 0.108
H 1.6787 -0.3481 2.3315 0.153
H 2.7036 1.5536 0.5862 0.144
H 3.0065 0.0266 -0.2973 0.118
H 5.8478 0.3308 1.6350 0.101
```



A molecular structure, C10H16P2PdS3Sb. Source: the Open Molecules 2025 dataset; level of theory: the ωB97M-V functional and the def2-TZVPD basis.

As for the spin multiplicity: 2. The HOMO energy (alpha / beta) comes out at 0.267 / 0.301 eV. The calculation puts the relative energy (zero: lowest compared OMol25 entry of this formula, charge and spin) at 20.0 kJ/mol. The net charge is -2. The maximum force comes out at 0.549 eV/Å.

```
33
Properties=species:S:1:pos:R:3:lowdin_charge:R:1
Pd -0.6101 -2.2085 0.4671 -0.158
C 3.4479 -0.3732 0.8591 -0.344
P 1.6731 -0.7551 0.4080 0.853
C 1.9496 -0.8225 -1.4263 -0.307
C 0.9511 0.9541 0.5950 -0.382
C 1.6755 2.0242 1.1303 -0.113
C 1.0936 3.2695 1.3180 -0.116
C -0.2297 3.4834 0.9598 -0.116
C -0.9598 2.4330 0.4235 -0.104
C -0.3868 1.1772 0.2448 -0.366
P -1.3091 -0.2966 -0.3658 0.678
C -1.4833 0.0903 -2.1503 -0.273
C -3.0286 0.0265 0.1661 -0.278
H 3.5363 -0.1742 1.9286 0.023
H 3.8952 0.4545 0.2989 0.024
H 4.0137 -1.2826 0.6487 0.022
H 1.9155 0.1661 -1.8908 0.033
H 1.1932 -1.4713 -1.8687 -0.003
H 2.9344 -1.2580 -1.6095 0.023
H 2.7079 1.8903 1.4225 0.071
H 1.6783 4.0742 1.7505 0.088
H -0.6906 4.4541 1.1025 0.087
H -1.9972 2.5875 0.1490 0.088
H -1.9682 1.0577 -2.3129 0.028
H -2.0789 -0.7127 -2.5894 0.025
H -0.5090 0.0826 -2.6385 0.018
H -3.4645 0.9373 -0.2556 0.021
H -3.0627 0.0503 1.2555 0.042
H -3.6098 -0.8415 -0.1527 0.037
S -2.2370 -6.9569 0.6121 -0.625
Sb -2.6211 -4.6485 0.5468 -0.132
S -1.1749 -3.6639 2.2855 -0.448
S -1.2441 -3.7474 -1.3121 -0.397
```



9 unconnected molecules or ions with the total composition C24H70ClN6O12. Source: the Open Molecules 2025 dataset; level of theory: the ωB97M-V functional and the def2-TZVPD basis.

As for the spin multiplicity: 2. The HOMO energy (alpha / beta) comes out at -8.340 / -8.340 eV. The net charge is 0. The maximum force comes out at 4.841 eV/Å.

```
113
Properties=species:S:1:pos:R:3:lowdin_charge:R:1
Cl -0.3088 1.1040 1.0720 0.661
O -1.5374 1.9279 1.1151 -0.362
O -0.4488 0.1012 2.1065 -0.333
O -0.2651 0.3755 -0.1832 -0.392
O 0.8388 1.8886 1.1561 -0.299
O 1.3494 2.5747 4.2681 -0.042
H 2.2717 2.6631 4.5087 0.058
H 1.3283 2.7542 3.3281 0.034
O -1.6134 2.4633 4.0165 -0.052
H -0.6819 2.4442 4.2358 -0.021
H -1.6743 1.9899 3.1867 -0.026
C -2.7885 -2.3408 -0.6149 -0.058
C -3.6703 -2.8050 0.6266 -0.387
C -2.8450 -3.5409 1.7566 -0.200
O -3.7605 -3.8956 2.7893 -0.209
C -3.0618 -4.0625 4.0745 -0.064
N -4.4284 -1.6532 1.1548 0.036
H -2.3995 -3.2571 -1.0588 0.071
H -1.9506 -1.7696 -0.2152 0.042
H -3.3646 -1.6831 -1.2657 0.061
H -4.4227 -3.4629 0.1918 0.124
H -2.1035 -2.8604 2.1754 0.106
H -2.3919 -4.4307 1.3195 0.121
H -2.3621 -4.8908 3.9626 0.078
H -3.7793 -4.3208 4.8533 0.087
H -2.4522 -3.1970 4.3343 0.071
H -4.9166 -2.0940 1.9212 0.059
H -3.7755 -0.9550 1.4811 0.065
C -1.0704 4.2056 -1.7506 -0.032
C -2.6143 4.2982 -1.5216 -0.381
C -3.4233 4.9245 -2.6165 -0.222
O -2.9813 6.2739 -2.7584 -0.199
C -4.0029 7.1865 -3.2255 -0.078
N -3.1140 2.9033 -1.3181 0.041
H -0.5525 3.8274 -0.8693 0.071
H -0.6427 5.1773 -1.9978 0.076
H -0.7802 3.7134 -2.6789 0.062
H -2.7504 4.9708 -0.6747 0.146
H -4.4688 4.9475 -2.3090 0.120
H -3.3812 4.4421 -3.5930 0.122
H -3.5346 7.8645 -3.9390 0.082
H -4.2858 7.7628 -2.3446 0.087
H -4.8572 6.7081 -3.7043 0.083
H -2.6393 2.4951 -0.5255 0.033
H -4.0183 3.0385 -0.8890 0.090
C 2.2488 -0.2229 6.2539 -0.069
C 1.0536 -0.8121 5.6094 -0.440
C 0.4221 -2.0622 6.2916 -0.174
O 1.2565 -3.1729 6.0255 -0.173
C 0.7404 -4.3669 6.5194 -0.140
N 0.1014 0.3002 5.5012 0.051
H 2.5903 0.7183 5.8232 0.064
H 3.0628 -0.9453 6.3142 0.086
H 1.8695 0.0510 7.2384 0.086
H 1.4051 -1.1198 4.6245 0.120
H -0.5790 -2.3203 5.9463 0.106
H 0.2870 -1.8508 7.3523 0.123
H 1.3632 -5.2207 6.2526 0.089
H -0.1956 -4.6337 6.0286 0.067
H 0.4395 -4.3918 7.5667 0.087
H 0.6354 1.0768 5.1382 0.006
H -0.4469 0.0557 4.6890 0.048
C 3.8917 2.3076 -1.4856 -0.071
C 3.6820 1.4930 -2.7148 -0.429
C 4.8254 0.4661 -3.1033 -0.160
O 5.1178 -0.4320 -2.0074 -0.220
C 6.0466 -1.4715 -2.3645 -0.075
N 2.5212 0.7205 -2.4415 0.046
H 4.8051 2.9025 -1.4890 0.083
H 3.7836 1.7590 -0.5499 0.086
H 3.0940 3.0448 -1.3952 0.078
H 3.3786 2.1326 -3.5436 0.135
H 5.6703 1.0979 -3.3771 0.119
H 4.4405 -0.0479 -3.9842 0.116
H 6.0442 -2.2575 -1.6094 0.099
H 7.0050 -0.9850 -2.5460 0.087
H 5.6596 -1.8139 -3.3243 0.073
H 2.8487 -0.0555 -1.8841 0.020
H 1.9848 1.2745 -1.7893 0.055
C -0.6591 -0.9591 -3.8077 -0.011
C -1.0310 0.4849 -3.7070 -0.364
C -1.7296 1.0784 -4.8450 -0.213
O -0.8983 1.0175 -6.0165 -0.179
C -1.6328 1.3753 -7.2041 -0.069
N -1.9597 0.7281 -2.6014 0.367
H -0.2415 -1.3107 -2.8643 0.078
H 0.1469 -1.1411 -4.5186 0.096
H -1.4525 -1.5935 -4.2029 0.101
H -0.1031 1.0325 -3.5422 0.175
H -1.8773 2.1369 -4.6309 0.126
H -2.6956 0.5969 -4.9967 0.145
H -2.0884 0.3930 -7.3287 0.091
H -0.9510 1.4242 -8.0531 0.090
H -2.3120 2.2238 -7.1219 0.093
H -1.3404 0.5560 -1.8223 0.081
H -2.1914 1.7111 -2.6087 0.075
C 1.0061 -3.4895 1.2404 -0.038
C 2.2423 -2.5806 0.8796 -0.380
C 2.2517 -2.1939 -0.6293 -0.143
O 2.8040 -3.3421 -1.3781 -0.188
C 3.0405 -3.1772 -2.7286 -0.125
N 2.3566 -1.4368 1.8252 0.067
H 0.0966 -2.8937 1.1639 0.045
H 0.9119 -3.8979 2.2466 0.072
H 0.9933 -4.3500 0.5716 0.075
H 3.1387 -3.1718 1.0667 0.125
H 2.8673 -1.3031 -0.7541 0.084
H 1.2139 -1.9051 -0.7959 0.105
H 2.0405 -3.3974 -3.1023 0.088
H 3.8498 -3.7662 -3.1602 0.092
H 3.2575 -2.1159 -2.8503 0.059
H 1.4301 -1.0367 1.8659 0.015
H 2.7947 -0.7205 1.2638 0.051
```



Which formula does entry 3 have? C24H70ClN6O12